{
  "formula": "CH2ClNO3S",
  "method": "ωB97M-V/def2-TZVPD",
  "elements": ["C", "N", "O", "O", "O", "S", "Cl", "H", "H"],
  "positions_angstrom": [[2.99531, 0.72936, 0.11915], [0.15050, -0.24686, -0.98005], [2.69795, 1.86099, 0.28015], [2.31100, -2.00312, -0.76890], [0.78142, -1.69316, 1.11705], [1.36656, -1.12105, -0.06179], [4.36101, -0.01539, -0.37659], [0.60566, 0.42871, -1.54130], [-0.56660, 0.30976, -0.53058]],
  "lowdin_charge": [-0.812, -0.093, 0.040, -0.403, -0.338, 0.689, 0.825, 0.026, 0.066],
  "homo_lumo_gap_ev": 8.42,
  "e_tot_ha": -1178.0591,
  "e_homo_ev": -9.4,
  "relative_energy_ev": 2.924
}

{
  "formula": "C3H4ClFO",
  "method": "ωB97M-V/def2-TZVPD",
  "elements": ["C", "C", "C", "O", "F", "Cl", "H", "H", "H", "H"],
  "positions_angstrom": [[1.59198, 0.45371, 0.92758], [-0.62668, 0.62242, -0.39046], [-1.04212, -0.80619, -0.49732], [1.82546, -0.68405, 1.14894], [-0.86435, -1.24786, -1.80838], [2.45732, 1.86739, 1.33613], [-0.93814, 1.13085, 0.39038], [0.12909, 1.04852, -1.00580], [-0.45727, -1.51620, 0.00552], [-2.07529, -0.86858, -0.10660]],
  "lowdin_charge": [-0.703, 0.084, -0.248, 0.016, -0.065, 0.659, -0.004, 0.049, 0.088, 0.124],
  "homo_lumo_gap_ev": [8.79, 7.97],
  "e_tot_ha": -751.8671,
  "e_homo_ev": [-9.0, -8.9],
  "relative_energy_ev": 3.372
}

{
  "formula": "C18H60O12",
  "method": "ωB97M-V/def2-TZVPD",
  "elements": ["C", "O", "H", "H", "H", "H", "C", "O", "H", "H", "H", "H", "C", "O", "H", "H", "H", "H", "C", "O", "H", "H", "H", "H", "C", "O", "H", "H", "H", "H", "C", "O", "H", "H", "H", "H", "C", "C", "O", "H", "H", "H", "H", "H", "H", "C", "C", "O", "H", "H", "H", "H", "H", "H", "C", "C", "O", "H", "H", "H", "H", "H", "H", "C", "C", "O", "H", "H", "H", "H", "H", "H", "C", "C", "O", "H", "H", "H", "H", "H", "H", "C", "C", "O", "H", "H", "H", "H", "H", "H"],
  "positions_angstrom": [[-2.78819, 4.41816, -0.02499], [-3.52192, 4.14109, -1.19306], [-1.78232, 4.68261, -0.35118], [-3.25769, 5.26541, 0.47485], [-2.78821, 3.55683, 0.64300], [-3.19813, 3.28637, -1.48668], [3.96815, 0.07902, -3.31196], [2.69960, 0.61709, -2.99253], [4.85266, 0.52833, -2.86043], [4.08782, -0.92269, -2.89921], [4.01384, 0.06297, -4.40088], [2.02819, 0.03883, -3.36187], [-0.12949, -1.53410, -5.06650], [0.52465, -0.95389, -3.97745], [-0.31178, -0.86224, -5.90523], [0.49372, -2.35463, -5.42208], [-1.08885, -1.97977, -4.80360], [0.67541, -1.60071, -3.28427], [4.71857, 1.53902, -0.15135], [5.00941, 1.55183, 1.26508], [3.65128, 1.68024, -0.32183], [5.16536, 2.36960, -0.69780], [4.95846, 0.58887, -0.62860], [4.71055, 0.69882, 1.58859], [0.20205, 0.47243, -0.08637], [-0.93723, 1.26561, 0.21356], [1.10934, 0.93157, 0.30620], [0.13631, -0.50419, 0.39320], [0.30234, 0.27127, -1.15294], [-1.30594, 0.99220, 1.05671], [-2.30550, 1.32158, 3.81459], [-1.86816, 0.65269, 2.67474], [-1.47018, 1.75503, 4.36455], [-3.09631, 2.04836, 3.62885], [-2.78394, 0.53217, 4.39427], [-1.50103, -0.16638, 3.01523], [-4.30204, 0.45838, 0.92699], [-5.50695, 0.59850, 0.02176], [-6.53898, 0.60301, 0.83922], [-3.44767, 0.47151, 0.25025], [-4.17469, -0.50123, 1.42801], [-4.21651, 1.25010, 1.67127], [-5.52325, -0.19986, -0.72017], [-5.49258, 1.49878, -0.59256], [-7.01094, 1.40834, 0.61495], [-1.58165, 2.55307, -4.32812], [-1.22902, 2.55059, -2.87187], [-2.19039, 1.92014, -2.05797], [-0.80115, 2.98470, -4.95471], [-2.57396, 2.98938, -4.44237], [-1.71596, 1.53592, -4.69619], [-1.16346, 3.59872, -2.57993], [-0.25111, 2.09263, -2.72334], [-1.71051, 1.66870, -1.26544], [2.75146, 1.78592, 3.53189], [1.83557, 1.32181, 4.69797], [1.66958, 2.49733, 5.46221], [2.59065, 1.10577, 2.69545], [3.80386, 1.80864, 3.81480], [2.44833, 2.78351, 3.21402], [2.26009, 0.52784, 5.31237], [0.86204, 1.03981, 4.29697], [1.04209, 2.33427, 6.17022], [3.46603, -2.00828, -0.13562], [4.56258, -1.75279, 0.93891], [4.07113, -0.97888, 1.99201], [3.95100, -2.52167, -0.96588], [3.09575, -1.04119, -0.47580], [2.58676, -2.50430, 0.27542], [5.40189, -1.20333, 0.51258], [5.07250, -2.63920, 1.31621], [3.25401, -1.37174, 2.30757], [-1.32951, -3.29505, -1.56890], [0.11948, -3.75667, -1.62534], [0.98055, -2.75532, -2.09952], [-1.33468, -2.45962, -0.86882], [-2.01843, -4.06726, -1.22659], [-1.69442, -2.91416, -2.52277], [0.18077, -4.57553, -2.34215], [0.36509, -4.17062, -0.64737], [1.86433, -3.09690, -2.25394], [-1.08324, -4.12339, 2.08872], [-1.66308, -2.71581, 2.35700], [-0.89786, -2.08363, 3.36277], [-1.01139, -4.63575, 3.04810], [-0.06835, -4.07874, 1.69362], [-1.63435, -4.77463, 1.41029], [-2.69462, -2.83985, 2.68662], [-1.56460, -2.19688, 1.40353], [-0.98344, -2.59441, 4.17109]],
  "lowdin_spin": [0.123, 0.724, 0.067, 0.003, 0.036, 0.008, 0.000, 0.000, 0.000, 0.000, 0.000, 0.000, 0.000, 0.000, 0.000, 0.000, 0.000, 0.000, 0.000, 0.000, 0.000, 0.000, 0.000, 0.000, 0.000, 0.001, 0.000, 0.000, 0.000, 0.000, 0.000, 0.000, 0.000, 0.000, 0.000, 0.000, 0.005, 0.009, 0.018, 0.001, 0.000, 0.000, 0.004, 0.001, 0.000, 0.000, 0.002, -0.004, 0.000, 0.000, 0.000, 0.001, 0.000, 0.000, 0.000, 0.000, 0.000, 0.000, 0.000, 0.000, 0.000, 0.000, 0.000, 0.000, 0.000, 0.000, 0.000, 0.000, 0.000, 0.000, 0.000, 0.000, 0.000, 0.000, 0.000, 0.000, 0.000, 0.000, 0.000, 0.000, 0.000, 0.000, 0.000, 0.000, 0.000, 0.000, 0.000, 0.000, 0.000, 0.000],
  "homo_lumo_gap_ev": [8.94, 2.13],
  "total_charge": 1,
  "e_tot_ha": -1624.1365,
  "e_homo_ev": [-11.4, -11.4],
  "spin_multiplicity": 2,
  "relative_energy_ev": 0.263,
  "s_squared": 0.754
}

{
  "formula": "C5H8O",
  "method": "ωB97M-V/def2-TZVPD",
  "elements": ["C", "C", "C", "O", "C", "C", "H", "H", "H", "H", "H", "H", "H", "H"],
  "positions_angstrom": [[-0.80815, 0.54753, -0.61760], [-0.25849, -0.84728, -0.91977], [0.39913, -1.15265, 0.41395], [-0.46374, -0.87684, 1.48347], [0.72486, 0.13059, 1.02208], [0.29270, 1.27485, 0.14616], [-1.20367, 1.11022, -1.44888], [-1.60797, 0.23286, 0.18298], [0.48786, -0.86568, -1.71987], [-1.05047, -1.56289, -1.16364], [1.02098, -2.02833, 0.55701], [1.40382, 0.27465, 1.83852], [1.13268, 1.62438, -0.48383], [-0.06953, 2.13859, 0.70943]],
  "lowdin_charge": [-0.197, -0.138, -0.351, -0.055, -0.109, -0.147, 0.102, 0.151, 0.116, 0.117, 0.142, 0.130, 0.128, 0.113],
  "homo_lumo_gap_ev": 10.89,
  "e_tot_ha": -270.4914,
  "e_homo_ev": -9.8,
  "smiles": "C1C[C@@H]2O[C@@H]2C1",
  "relative_energy_ev": 1.808
}